# 1
Density functional theory data (the ωB97M-V functional and the def2-TZVPD basis) for the molecule C3H5ClS.

multiplicity	3
total energy	-975.49244	Ha
LUMO level (alpha / beta)	0.805 / -2.861	eV
frontier orbital gap (alpha / beta)	5.873 / 7.385	eV

The geometry in XYZ format:
```
10
C3H5ClS (the ωB97M-V functional and the def2-TZVPD basis)
C 0.21 0.80 1.08
C 0.46 -0.05 -0.11
C -0.71 -0.64 -0.87
S 0.95 1.72 -0.38
Cl 1.85 -1.13 0.05
H -0.82 0.92 1.25
H 0.78 0.59 2.10
H -0.49 -0.40 -1.85
H -1.54 -0.09 -0.48
H -0.68 -1.71 -0.79
```

Löwdin population analysis, charges in e, atoms 1 to 4: -0.4551, -1.1965, -0.1083, 0.8151

# 2
Density functional theory data (the ωB97M-V functional and the def2-TZVPD basis) for a structure of composition C42H49BFN12O3Pt.

total energy	-2755.92826	Ha
LUMO level	-9.082	eV
net charge	+3
frontier orbital gap	5.477	eV

The geometry in XYZ format:
```
109
C42H49BFN12O3Pt (the ωB97M-V functional and the def2-TZVPD basis)
Pt -0.75 -2.10 -0.32
C -1.25 -4.75 -2.43
C -2.24 -4.50 -1.35
C -3.38 -5.20 -0.99
C -4.01 -4.49 0.03
C -5.27 -4.79 0.76
N -3.26 -3.40 0.29
N -2.20 -3.42 -0.55
B -3.52 -2.10 1.08
N -2.36 -1.98 2.10
N -1.10 -2.01 1.61
C -0.21 -1.76 2.59
C 1.26 -1.65 2.41
C -0.95 -1.63 3.76
C -2.29 -1.77 3.42
C -3.50 -1.71 4.29
N -3.34 -0.89 0.10
N -2.31 -0.90 -0.80
C -2.44 0.14 -1.63
C -1.46 0.40 -2.72
C -3.60 0.82 -1.28
C -4.15 0.14 -0.20
C -5.40 0.42 0.56
H -1.32 -5.79 -2.76
H -1.46 -4.12 -3.29
H -0.22 -4.56 -2.11
H -3.73 -6.12 -1.44
H -5.62 -5.78 0.49
H -5.11 -4.76 1.84
H -6.04 -4.07 0.52
H -4.59 -2.10 1.59
H 1.58 -1.79 1.38
H 1.59 -0.66 2.73
H 1.77 -2.38 3.04
H -0.54 -1.46 4.74
H -3.19 -1.55 5.32
H -4.15 -0.89 3.99
H -4.07 -2.63 4.24
H -0.62 -0.28 -2.68
H -1.94 0.29 -3.69
H -1.08 1.42 -2.66
H -4.02 1.68 -1.77
H -5.85 1.34 0.20
H -6.12 -0.38 0.44
H -5.20 0.53 1.63
C 5.01 3.40 0.10
C 4.02 3.58 -1.03
N 2.78 2.81 -0.80
C 2.82 1.51 -1.09
C 1.81 0.62 -0.84
C 2.02 -0.77 -1.33
O 3.10 -1.14 -1.72
O 1.00 -1.61 -1.31
C 0.65 1.06 -0.15
O -0.27 0.31 0.24
C 0.55 2.50 0.04
C -0.64 3.07 0.51
C -0.77 4.41 0.64
F -1.98 4.91 0.99
C 0.29 5.31 0.37
C 1.48 4.74 -0.08
C 1.61 3.36 -0.28
N 0.13 6.69 0.48
C 0.97 7.64 -0.22
C 1.81 8.47 0.75
N 0.88 9.17 1.70
C -0.02 8.18 2.41
C -0.79 7.36 1.38
H 5.92 3.97 -0.10
H 5.29 2.35 0.22
H 4.60 3.75 1.05
H 4.43 3.24 -1.98
H 3.77 4.63 -1.17
H 3.73 1.14 -1.56
H -1.48 2.43 0.74
H 2.32 5.39 -0.26
H 0.32 8.31 -0.79
H 1.62 7.15 -0.94
H 2.40 9.22 0.23
H 2.46 7.84 1.35
H 0.30 9.83 1.18
H 1.41 9.72 2.38
H -0.68 8.74 3.06
H 0.63 7.55 3.01
H -1.44 8.03 0.80
H -1.43 6.67 1.91
C 0.36 -5.94 1.26
C -0.21 -4.72 0.98
N 0.43 -3.79 0.25
C 1.66 -4.04 -0.21
C 2.29 -5.27 0.00
C 1.62 -6.22 0.76
C 3.63 -5.57 -0.52
C 4.25 -5.10 -1.61
C 3.72 -4.26 -2.70
C 4.59 -3.56 -3.52
C 4.04 -2.82 -4.55
N 2.73 -2.77 -4.77
C 1.99 -3.49 -3.94
N 2.39 -4.24 -2.92
H -0.19 -6.66 1.85
H -1.18 -4.46 1.39
H 2.14 -3.27 -0.77
H 2.08 -7.18 0.95
H 4.18 -6.29 0.07
H 5.28 -5.42 -1.76
H 5.66 -3.59 -3.36
H 4.67 -2.24 -5.22
H 0.92 -3.47 -4.12
```

Löwdin population analysis, charges in e, atoms 1 to 4: 1.7018, 0.0107, -0.2714, 0.0696

# 3
Density functional theory data (the ωB97M-V functional and the def2-TZVPD basis) for a structure of composition C14H43B3F6N2O8S2Zn.

total energy	-4519.42187	Ha
LUMO level	-1.802	eV
net charge	-2
frontier orbital gap	1.905	eV

The geometry in XYZ format:
```
79
C14H43B3F6N2O8S2Zn (the ωB97M-V functional and the def2-TZVPD basis)
Zn 25.08 -2.49 24.72
B 27.20 -4.91 26.34
H 27.70 -5.64 26.96
H 27.67 -4.72 25.39
H 26.19 -5.18 26.07
H 27.16 -3.98 26.88
B 23.53 -9.24 22.40
H 23.35 -10.30 22.38
H 22.59 -8.71 22.41
H 24.13 -9.04 23.28
H 24.11 -9.03 21.51
B 21.90 -1.42 26.03
H 20.99 -1.06 26.49
H 21.80 -2.46 25.77
H 22.11 -0.98 25.06
H 22.71 -1.43 26.73
C 26.63 3.26 23.59
F 25.40 2.87 24.01
F 26.68 3.14 22.26
F 26.76 4.50 24.03
S 28.07 2.17 24.38
O 29.28 2.88 24.01
O 27.69 1.97 25.78
N 27.80 0.63 23.51
S 28.93 0.48 22.46
O 28.80 -0.81 21.77
O 29.06 1.67 21.62
C 30.60 0.34 23.53
F 31.28 -0.72 23.06
F 31.42 1.38 23.40
F 30.31 0.11 24.86
C 31.60 -3.71 32.04
C 30.28 -3.94 32.91
C 29.44 -2.67 33.22
O 29.57 -4.89 32.16
H 31.61 -3.00 31.22
H 32.07 -4.63 31.68
H 32.39 -3.27 32.64
H 30.37 -4.37 33.91
H 29.30 -2.06 32.33
H 29.96 -1.95 33.84
H 28.46 -2.80 33.69
H 29.38 -4.54 31.28
C 22.74 -4.24 18.44
C 22.49 -3.21 19.52
C 21.03 -2.95 19.75
O 22.83 -3.80 20.72
H 22.10 -3.94 17.61
H 22.28 -5.20 18.67
H 23.78 -4.31 18.11
H 23.05 -2.28 19.41
H 21.00 -2.21 20.55
H 20.40 -3.78 20.08
H 20.53 -2.56 18.86
H 22.52 -4.70 20.69
C 25.05 -12.35 25.59
O 26.32 -11.76 25.25
C 27.18 -11.43 26.33
C 28.62 -11.07 25.94
N 28.52 -10.23 24.72
C 29.84 -10.19 24.10
C 29.77 -9.39 22.79
O 28.80 -10.07 21.96
C 28.96 -9.66 20.61
H 25.18 -13.17 26.30
H 24.67 -12.82 24.68
H 24.31 -11.69 26.04
H 27.25 -12.23 27.07
H 26.69 -10.57 26.80
H 29.16 -12.01 25.80
H 29.13 -10.57 26.76
H 28.38 -9.28 25.05
H 30.07 -11.23 23.88
H 30.53 -9.73 24.81
H 30.74 -9.33 22.29
H 29.57 -8.33 22.88
H 28.78 -8.59 20.48
H 28.26 -10.23 20.02
H 29.91 -10.02 20.22
```

Löwdin population analysis, charges in e, atoms 1 to 4: 1.1039, -0.3629, -0.0505, -0.0927

# 4
Density functional theory data (the ωB97M-V functional and the def2-TZVPD basis) for a cluster of 2 separate species, C4H7N3O3 in total.

SMILES string	Nc1cn[nH]c1.O=C(O)O
total energy	-546.61972	Ha
LUMO level	0.518	eV
frontier orbital gap	8.869	eV

The geometry in XYZ format:
```
17
C4H7N3O3 (the ωB97M-V functional and the def2-TZVPD basis)
N 2.07 -0.76 0.39
C 1.22 0.17 1.02
C -0.13 0.44 0.71
N -0.63 1.42 1.45
N 0.39 1.78 2.24
C 1.52 1.07 2.02
H 1.56 -1.56 0.03
H 2.81 -1.09 1.02
H -0.75 -0.06 -0.04
H 0.25 2.53 2.90
H 2.44 1.25 2.58
O -2.10 -1.43 -3.82
C -1.86 -0.88 -2.78
O -1.68 0.44 -2.64
O -1.72 -1.51 -1.59
H -1.51 0.64 -1.73
H -1.87 -2.43 -1.76
```

Löwdin population analysis, charges in e, atoms 1 to 4: 0.0717, -0.3268, -0.1255, 0.0216

| no. | F_max (eV/A) |
| --- | --- |
| 1 | 3.51 |
| 2 | 1.15 |
| 3 | 5.23 |
| 4 | 1.26 |